Record 1
Here is a 12-piece molecular cluster, C18H20Cl33FO5 overall from the OMol25 dataset. Energies are from ωB97M-V/def2-TZVPD.

XYZ file:
```
77
Properties=species:S:1:pos:R:3:mulliken_charge:R:1
C -0.4875 2.3413 -0.0410 0.051
O 0.7588 2.8753 0.5294 -0.061
C 1.4309 1.9114 1.4145 -0.400
C 1.8856 0.5077 0.7017 0.191
O 0.8617 -0.5416 0.4344 -0.197
C 1.7263 -1.6190 -0.1527 0.383
O 1.2038 -2.5029 -1.0057 -0.544
O 3.1363 -1.4522 0.3276 -0.324
C 2.9844 -0.4717 1.4513 0.015
C 4.3325 0.1796 2.1179 -0.320
C 4.7593 -0.8242 3.3824 0.455
O 4.4428 -0.3717 4.6278 -0.437
F 5.4255 -2.1513 3.1542 -0.253
H -1.2206 1.8642 0.7387 0.059
H -1.1051 3.1948 -0.5964 -0.261
H -0.2748 1.5274 -0.8879 0.257
H 2.4393 2.4418 1.7706 0.061
H 0.7857 1.7519 2.3777 0.235
H 2.3982 0.8345 -0.2982 0.158
H 2.3951 -1.1269 2.2559 0.303
H 4.2094 1.3031 2.4684 0.269
H 5.2339 0.1389 1.3456 0.335
C -0.2903 -3.5108 -4.1392 0.224
Cl -0.2137 -1.8032 -4.6063 -0.129
Cl -1.9663 -3.9971 -3.8324 -0.075
Cl 0.4341 -4.5318 -5.3931 -0.069
H 0.2806 -3.6413 -3.2164 0.018
C -1.1159 -7.2140 -1.6098 -0.084
Cl -2.5990 -7.2326 -0.6404 -0.122
Cl -1.4677 -7.6407 -3.2932 -0.088
Cl -0.3344 -5.6262 -1.5209 -0.023
H -0.4285 -7.9595 -1.2020 0.341
C -1.5757 4.5637 -3.4619 -0.186
Cl -0.1346 3.6256 -3.8896 -0.103
Cl -2.6660 3.6021 -2.4491 -0.093
Cl -1.1191 6.0630 -2.6352 -0.035
H -2.1024 4.8252 -4.3832 0.433
C 2.0056 6.5994 -0.3992 0.295
Cl 1.1804 6.0687 1.0763 -0.074
Cl 2.9639 8.0566 -0.0862 -0.139
Cl 3.0330 5.3045 -1.0374 -0.119
H 1.2484 6.8399 -1.1498 -0.019
C 5.7427 1.1511 7.7846 0.183
Cl 7.1837 0.2129 7.3569 -0.127
Cl 4.6523 0.1894 8.7974 -0.109
Cl 6.1992 2.6503 8.6114 -0.129
H 5.2159 1.4125 6.8633 0.180
C -4.9116 -5.3621 -5.5655 0.629
Cl -5.0938 -7.1164 -5.7356 -0.128
Cl -5.0062 -4.5705 -7.1479 -0.128
Cl -6.1434 -4.7121 -4.4701 -0.126
H -3.9272 -5.1581 -5.1367 -0.229
C -2.6419 2.6268 3.5043 -0.099
Cl -3.5129 2.2742 2.0021 -0.078
Cl -2.5342 1.1762 4.5161 -0.130
Cl -1.0253 3.2609 3.1519 -0.051
H -3.1988 3.3897 4.0543 0.371
C 1.9957 -6.3963 -8.1442 0.525
Cl 1.1247 -6.7490 -9.6464 -0.125
Cl 2.1034 -7.8469 -7.1324 -0.120
Cl 3.6123 -5.7622 -8.4966 -0.124
H 1.4389 -5.6334 -7.5942 -0.136
C 1.1566 -0.9151 9.6493 0.195
Cl 0.9744 -2.6694 9.4791 -0.122
Cl 1.0620 -0.1235 8.0669 -0.088
Cl -0.0752 -0.2651 10.7447 -0.130
H 2.1410 -0.7111 10.0781 0.146
C -4.8269 7.9801 -4.0804 0.001
Cl -3.7719 9.0743 -3.1698 -0.117
Cl -4.7346 8.3275 -5.8154 -0.125
Cl -4.3963 6.2913 -3.7604 -0.061
H -5.8566 8.1413 -3.7512 0.318
C -5.1735 -1.2954 1.4136 -0.023
Cl -5.5457 0.0650 0.3410 -0.134
Cl -4.8075 -2.7496 0.4698 -0.104
Cl -3.8204 -0.8915 2.4840 -0.048
H -6.0525 -1.4976 2.0310 0.314
```

Values from the calculation:
frontier orbital gap	0.3605	Ha
ΔE to the lowest compared entry with this formula, charge and spin	124.87	kcal per mole
E_HOMO	-10.389	eV
largest force on an atom	10.08	eV/Å
total energy	-16359.989040	a.u.

Record 2
Here is a 7-piece molecular cluster, C21H43NO16S3 overall from the OMol25 dataset. Energies are from ωB97M-V/def2-TZVPD.

XYZ file:
```
84
Properties=species:S:1:pos:R:3:lowdin_spin:R:1
C 2.9181 -1.7079 -4.2393 0.000
C 2.6337 -0.2268 -4.5115 0.000
O 2.7402 0.5893 -3.5825 0.000
N 2.0393 0.1237 -5.6687 0.000
C 1.8321 -0.6240 -6.8352 0.000
H 3.9255 -2.0552 -4.0099 0.000
H 2.4805 -2.3533 -5.0009 0.000
H 2.3868 -1.8988 -3.3069 0.000
H 1.9506 1.1134 -5.8495 0.000
H 2.5767 -1.4128 -6.9424 0.000
H 1.7546 0.0496 -7.6887 0.000
H 0.9775 -1.2915 -6.7247 0.000
C 4.1212 -0.6375 -0.8835 0.000
C 5.6323 -0.5179 -0.5905 0.000
O 5.9486 -1.5534 0.3181 0.000
S 4.6354 -2.0377 1.2890 0.000
O 4.3912 -0.9105 2.2753 0.000
O 4.6487 -3.4541 1.7249 0.000
O 3.7690 -1.8523 -0.1493 0.000
H 3.7935 -1.0426 -1.8409 0.000
H 3.6078 0.3082 -0.7100 0.000
H 6.0057 0.4270 -0.1957 0.000
H 6.2690 -0.6168 -1.4697 0.000
C -0.9665 -0.1315 -4.0710 0.000
C -1.7736 1.2238 -4.2630 0.000
O -2.9856 0.8952 -4.8803 0.000
S -2.7459 -0.5121 -5.7294 0.000
O -2.7241 -0.1173 -7.1935 0.000
O -3.7081 -1.6480 -5.3807 0.000
O -1.2007 -0.7686 -5.2488 0.000
H -1.3165 -0.6457 -3.1759 0.000
H 0.0797 0.1130 -3.8875 0.000
H -1.2424 2.0507 -4.7344 0.000
H -2.0934 1.4960 -3.2571 0.000
C 1.5978 4.9408 -0.8245 0.000
C 0.5887 6.0875 -0.7211 0.000
O -0.6960 5.5322 -0.8761 0.000
S -0.6502 3.8495 -1.2652 0.000
O -1.1329 3.7864 -2.6410 0.000
O -1.1889 3.0132 -0.2051 0.000
O 0.9837 3.8639 -1.3496 0.000
H 1.8809 4.7658 0.2135 0.000
H 2.4378 5.2536 -1.4447 0.000
H 0.7719 6.8432 -1.4850 0.000
H 0.5852 6.6137 0.2334 0.000
C -1.6838 0.9507 7.2523 0.018
C -2.4285 0.7281 5.9523 0.010
C -1.3981 1.0972 4.8136 0.119
O -0.5509 2.0276 5.3614 0.542
C -0.9595 2.2734 6.7177 0.062
H -0.9548 0.2234 7.6096 0.001
H -2.4764 1.0795 7.9895 0.000
H -3.3548 1.3013 5.9118 0.005
H -2.8234 -0.2787 5.8159 0.000
H -1.8800 1.5475 3.9458 0.055
H -0.9540 0.2019 4.3787 0.054
H -1.6430 3.1225 6.7105 0.041
H -0.0466 2.6170 7.2042 0.011
C -2.2201 -3.6133 2.7086 0.000
C -3.6588 -3.8987 2.2251 0.000
C -4.5226 -3.6284 3.4203 0.000
O -3.6600 -3.3808 4.4742 0.002
C -2.4557 -2.8293 3.9798 0.000
H -1.5904 -3.2255 1.9078 0.000
H -1.7120 -4.5380 2.9820 0.000
H -3.7731 -4.9291 1.8884 0.000
H -3.8957 -3.2863 1.3550 0.000
H -5.2092 -4.3789 3.8120 0.000
H -5.0058 -2.6764 3.2004 0.000
H -1.6158 -2.9523 4.6635 0.000
H -2.5684 -1.7508 3.8695 0.000
C 0.5561 -0.4815 -0.2207 0.001
C -1.0109 -0.5519 -0.2004 0.003
C -1.2753 -0.0903 1.2178 0.005
O -0.2398 -0.7811 1.9685 0.058
C 0.9809 -0.9416 1.1117 0.004
H 0.7878 0.5135 -0.6006 0.000
H 0.9515 -1.2440 -0.8918 0.000
H -1.3957 -1.5602 -0.3531 0.000
H -1.4083 0.2072 -0.8742 0.000
H -2.2663 -0.3896 1.5592 0.000
H -1.2487 0.9951 1.3154 0.003
H 1.1983 -2.0076 1.1799 0.002
H 1.8727 -0.3949 1.4179 0.002
```

Values from the calculation:
frontier orbital gap (alpha / beta)	0.3340 / 0.1090	Ha
spin multiplicity	2
E_HOMO (alpha / beta)	-11.668 / -11.668	eV
charge	+1
largest force on an atom	5.97	eV/Å
total energy	-3278.502969	a.u.
⟨S²⟩	0.755

Among the records above, which one has the highest total energy?
C21H43NO16S3

Which value of total energy does entry 1 give?
-16359.989040 a.u.